Record 1
Here is a structure of composition C44H56N6ScSeSiTe at a distorted geometry from OMol25. Energies are from the ωB97M-V functional and the def2-TZVPD basis.

The value obtained for the molar mass is 948.6 Da. The total charge is +1. The value obtained for the max |F| is 1.615 eV Å⁻¹. For the LUMO energy, the calculation gives -2.389 eV.

Atoms and positions in Å:
Sc 0.15261 0.05571 -0.32528
C -2.22879 -2.20150 1.89317
C -2.76254 -1.08775 1.04283
C -4.10590 -0.77092 1.04782
C -4.54345 0.28284 0.24663
C -3.65377 0.95231 -0.54981
C -2.29821 0.57285 -0.55478
N -1.87247 -0.43426 0.27350
N -1.32691 1.13695 -1.29993
Si -1.66716 1.60290 -2.94821
C 0.03893 1.96858 -3.72565
C -2.40138 0.07185 -3.82265
C -2.90828 3.02699 -3.21558
H -2.57580 -2.10433 2.92030
H -1.13355 -2.20721 1.86289
H -2.58518 -3.16095 1.52028
H -4.80413 -1.31095 1.66750
H -5.58232 0.57234 0.25176
H -3.95564 1.79192 -1.14777
H 0.85137 1.48035 -3.18571
H 0.27812 3.02433 -3.79316
H 0.04038 1.57752 -4.73692
H -1.90659 -0.83817 -3.48467
H -2.26962 0.13955 -4.89730
H -3.46449 -0.03692 -3.62644
H -2.75452 3.86957 -2.55006
H -3.92699 2.67575 -3.08410
H -2.83430 3.38756 -4.23610
C 3.20495 1.51540 -0.17982
N 2.26294 0.53126 -0.70093
C 2.66940 -0.22511 -1.69224
C 1.85370 -1.23675 -2.22258
C 2.09177 -2.13623 -3.28032
C 0.97700 -2.94879 -3.36436
C 0.09568 -2.51927 -2.36827
N 0.60060 -1.49745 -1.66666
C 2.99087 2.86009 -0.83228
C 1.70208 3.36061 -0.98364
C 1.49955 4.56489 -1.63610
C 2.58181 5.27475 -2.13301
C 3.86719 4.78570 -1.97131
C 4.07134 3.58005 -1.32359
H 4.24065 1.18950 -0.34882
H 3.03624 1.59134 0.90698
H 3.68254 -0.11352 -2.09327
H 2.96485 -2.14502 -3.90393
H 0.81456 -3.76429 -4.04273
H -0.86938 -2.93107 -2.11748
H 0.84286 2.78674 -0.61455
H 0.49546 4.94049 -1.76757
H 2.42395 6.20809 -2.65209
H 4.71148 5.33114 -2.36492
H 5.07268 3.19009 -1.20944
C 1.96682 -1.53088 3.72767
Te 2.08065 -1.62973 1.54360
C 2.46560 -3.73128 1.99379
C 2.98155 -3.77765 3.39759
C 3.66859 -4.88379 3.87310
C 4.11388 -4.92236 5.18290
C 3.88713 -3.84592 6.02251
C 3.20896 -2.73629 5.55044
C 2.74773 -2.69975 4.24352
H 0.92793 -1.60493 4.05661
H 2.37650 -0.58608 4.08569
H 3.19488 -4.11735 1.28529
H 1.55386 -4.32374 1.89868
H 3.85535 -5.71717 3.21407
H 4.64107 -5.79038 5.54653
H 4.23884 -3.86896 7.04266
H 3.03882 -1.88943 6.19893
C -0.54594 5.26427 1.44972
C -0.03472 5.46105 2.87152
C 1.47823 5.28131 3.00330
C 1.96551 3.84174 2.80374
N 1.47771 2.94696 3.82689
C 0.56799 1.96194 3.66057
Se -0.21990 1.43331 2.05108
N 0.28093 1.41546 4.86404
C -0.70919 0.40333 5.14404
C -1.91842 0.97282 5.89378
C -2.73876 1.96576 5.07004
C -3.52901 1.30648 3.94735
C 1.03044 2.05502 5.82756
C 1.12124 1.87365 7.20013
C 1.96789 2.71519 7.89405
C 2.72587 3.68495 7.24045
C 2.66633 3.85015 5.87000
C 1.79375 3.03114 5.16791
H -1.56368 5.63656 1.36871
H -0.55509 4.20998 1.17900
H 0.07834 5.80770 0.74375
H -0.55151 4.77168 3.54436
H -0.27324 6.47606 3.19523
H 1.78766 5.63360 3.98874
H 1.98069 5.89582 2.25372
H 3.06016 3.81933 2.82259
H 1.61936 3.47260 1.83505
H -0.23247 -0.37708 5.74618
H -1.03147 -0.01763 4.18880
H -1.57406 1.46612 6.80456
H -2.55008 0.13224 6.18719
H -2.07647 2.72550 4.64608
H -3.43282 2.47025 5.74466
H -2.86559 0.92841 3.17227
H -4.19270 2.03206 3.48549
H -4.13038 0.48625 4.33329
H 0.55855 1.10397 7.70076
H 2.04832 2.61530 8.96411
H 3.38076 4.31770 7.81571
H 3.27630 4.57999 5.36681

Results of the Löwdin charge analysis, in e, for atoms 1 through 2: number 1, Sc, carries 0.652; number 2, C, carries -0.014



Record 2
Here is a cluster of 8 separate species, C44H57BN8O2 in total at a distorted geometry from OMol25. Energies are from the ωB97M-V functional and the def2-TZVPD basis.

The value obtained for the molar mass is 740.8 Da. The total charge is 0. The value obtained for the max |F| is 2.838 eV Å⁻¹. As for the structure (SMILES): CCOCCOCBCCCCN.c1ccncc1.c1ccncc1.c1ccncc1.c1ccncc1.c1ccncc1.c1ccncc1.c1ccncc1. For the LUMO energy, the calculation gives 0.580 eV.

Atoms and positions in Å:
C -6.15425 -5.31873 2.81399
C -4.62223 -5.84241 3.22905
O -3.85790 -4.62502 3.54202
C -2.59539 -4.94930 4.26622
C -1.30654 -4.10702 3.70256
O -0.98391 -2.88900 4.51752
C -0.36425 -1.98066 3.53592
B 0.67410 -0.87490 4.17009
C 0.62845 -0.23689 5.68488
C 1.45551 1.21364 5.62868
C 0.43868 2.52004 5.70490
C 0.76048 3.55780 4.43337
N -0.23250 4.73262 4.40119
H -5.99910 -4.52667 1.95077
H -6.82119 -6.17230 2.36203
H -6.66025 -4.73673 3.70492
H -4.62559 -6.52267 4.18795
H -4.12285 -6.48480 2.36063
H -2.37052 -6.09684 4.02671
H -2.68322 -4.84967 5.43046
H -0.32261 -4.74944 3.64394
H -1.59193 -3.76474 2.59547
H -1.19771 -1.43357 2.89758
H 0.27844 -2.66350 2.79894
H 1.52821 -0.45939 3.44092
H -0.44408 -0.13042 6.14641
H 1.24337 -0.92456 6.43767
H 2.05364 1.34021 4.60374
H 2.30045 1.25341 6.47068
H 0.73894 3.12732 6.67700
H -0.69479 2.23073 5.74225
H 0.74536 3.01682 3.39280
H 1.83876 4.04421 4.58795
H -1.15076 4.43424 4.80099
H -0.31521 5.04177 3.40116
C -4.44642 -0.18100 -1.18990
C -3.24218 0.49711 -1.03348
C -2.46339 0.20344 0.07440
N -2.80753 -0.70229 1.01597
C -3.98303 -1.34338 0.83799
C -4.82737 -1.12107 -0.23791
H -5.08298 0.02146 -2.04631
H -2.91746 1.23622 -1.75702
H -1.51350 0.70363 0.23928
H -4.23777 -2.06457 1.60955
H -5.75945 -1.66675 -0.33130
C 1.47380 6.94785 5.95988
C 2.78976 6.59392 6.23826
C 3.54037 7.43871 7.04017
N 3.06928 8.59074 7.56578
C 1.78879 8.90879 7.27657
C 0.95938 8.12736 6.48831
H 0.85423 6.31008 5.33616
H 3.22058 5.68195 5.84081
H 4.57141 7.20463 7.28881
H 1.43482 9.84044 7.70906
H -0.06236 8.43095 6.29046
C 1.62576 -3.21552 -2.72009
C 1.64873 -2.08478 -3.52966
C 0.84525 -1.01140 -3.17977
N 0.03596 -0.99988 -2.09799
C 0.03364 -2.11246 -1.33208
C 0.80391 -3.23315 -1.59788
H 2.24291 -4.07600 -2.96166
H 2.27748 -2.04004 -4.41166
H 0.83049 -0.10495 -3.77793
H -0.62670 -2.07893 -0.47002
H 0.76376 -4.09887 -0.94659
C 0.11305 11.56256 11.16021
C -1.08928 11.26442 11.79267
C -1.56623 9.96567 11.71575
N -0.93251 8.97029 11.05775
C 0.23158 9.29041 10.45206
C 0.79013 10.55822 10.47611
H 0.51906 12.56915 11.19977
H -1.64160 12.02487 12.33297
H -2.49855 9.68249 12.19559
H 0.72010 8.47356 9.92822
H 1.72957 10.75820 9.97338
C 5.01849 -1.97525 -8.78853
C 4.08221 -2.94212 -8.43776
C 3.51095 -2.87481 -7.17709
N 3.81339 -1.92520 -6.26489
C 4.72706 -1.00117 -6.63344
C 5.34943 -0.98316 -7.87128
H 5.48665 -1.99469 -9.76838
H 3.80355 -3.72898 -9.12945
H 2.77271 -3.60455 -6.85748
H 4.95434 -0.25031 -5.88187
H 6.07489 -0.21510 -8.11431
C 1.30022 -7.42284 -12.18439
C 2.61618 -7.77677 -11.90601
C 3.36679 -6.93198 -11.10410
N 2.89570 -5.77995 -10.57849
C 1.61521 -5.46190 -10.86770
C 0.78580 -6.24333 -11.65597
H 0.68065 -8.06061 -12.80811
H 3.04700 -8.68874 -12.30346
H 4.39783 -7.16606 -10.85547
H 1.26125 -4.53025 -10.43521
H -0.23594 -5.93974 -11.85381
C -2.46844 -1.79354 -9.04821
C -2.22552 -2.95456 -8.32190
C -1.03512 -3.62879 -8.54214
N -0.09584 -3.22594 -9.42578
C -0.36057 -2.09637 -10.11748
C -1.51928 -1.35215 -9.96439
H -3.38978 -1.23735 -8.90182
H -2.94551 -3.32541 -7.60125
H -0.79788 -4.53808 -7.99756
H 0.40891 -1.79508 -10.82278
H -1.67843 -0.45091 -10.54551

Results of the Löwdin charge analysis, in e, for atoms 1 through 2: number 1, C, carries -0.098; number 2, C, carries -0.261



Record 3
Here is a structure of composition C44H58CdCl2Ge2N3PSSbSe4 from OMol25. Energies are from the ωB97M-V functional and the def2-TZVPD basis.

Its multiplicity is 2. The value obtained for the molar mass is 1458.1 Da. The total charge is -2. The value obtained for the max |F| is 0.635 eV Å⁻¹. Its expectation value of S² is 0.7561. For the LUMO energy (alpha / beta), the calculation gives 3.200 / 3.144 eV. The energy relative to the best compared isomer or geometry (same formula, charge and spin) is 0.0000 eV.

Atoms and positions in Å:
Cd -0.76331 0.33563 0.73434
Se -4.43341 -0.24041 4.73565
Sb -4.33627 1.33288 2.89193
Se -1.89303 1.98919 2.55360
Se -3.87647 -0.26489 0.73866
Se -5.33835 -1.97802 0.79146
C 3.96917 0.97219 -1.74974
C 2.72812 0.95704 -0.86364
C 2.23145 2.37863 -0.62097
P 1.28867 -0.08672 -1.41298
C 2.13099 -1.63625 -2.04360
C 1.29464 -2.89681 -1.82099
C 2.67762 -1.67836 -3.47070
C 0.59567 0.91644 -2.75382
C 1.29000 1.17184 -3.94098
C 0.88427 2.06722 -4.91067
C 1.66743 2.28933 -6.17383
C -0.29408 2.76702 -4.63572
C -1.00252 2.57857 -3.47736
C -0.60453 1.65036 -2.46006
N -1.32793 1.49289 -1.32193
C -2.46486 2.35050 -1.21482
C -3.69620 1.99789 -1.80714
C -3.81029 0.81486 -2.72850
C -4.81756 2.78476 -1.58990
C -4.76372 3.94361 -0.82169
C -6.00463 4.75200 -0.55593
C -3.53103 4.32880 -0.33066
C -2.38073 3.56950 -0.53275
C -1.06823 4.11824 -0.05669
H 4.74304 1.58988 -1.28204
H 3.75399 1.40930 -2.72804
H 4.39278 -0.02223 -1.89969
H 3.00629 0.53092 0.10799
H 1.84835 2.82751 -1.53990
H 3.04381 3.00387 -0.24652
H 1.42847 2.39717 0.11666
H 2.97959 -1.69238 -1.34744
H 0.53943 -3.01061 -2.60101
H 0.79101 -2.89194 -0.85904
H 1.95181 -3.76972 -1.86371
H 1.88641 -1.49269 -4.19883
H 3.08061 -2.67662 -3.66900
H 3.47785 -0.95926 -3.64986
H 2.21548 0.63778 -4.11525
H 2.54450 1.63955 -6.20178
H 2.02279 3.32027 -6.26502
H 1.07511 2.07422 -7.06835
H -0.66794 3.49379 -5.35329
H -1.89698 3.16453 -3.31734
H -2.98567 0.79322 -3.44348
H -4.74473 0.86847 -3.28970
H -3.80560 -0.12466 -2.17775
H -5.76186 2.47429 -2.02792
H -6.41393 5.18104 -1.47492
H -5.79544 5.57265 0.13157
H -6.78607 4.13567 -0.10622
H -3.45178 5.24178 0.25257
H -1.17949 4.60910 0.90957
H -0.67976 4.84004 -0.78376
H -0.33434 3.32848 0.05030
N -3.64738 -5.97353 -3.20400
C -3.08967 -4.86729 -3.72802
S -3.01096 -4.62529 -5.35225
C -2.55870 -3.89195 -2.71037
C -2.44049 -4.22513 -1.36480
C -1.98384 -3.26814 -0.47319
N -1.63897 -2.04168 -0.84796
C -1.73401 -1.72440 -2.13524
C -2.18467 -2.61233 -3.10132
H -4.10132 -6.60162 -3.84310
H -3.89424 -6.02173 -2.23079
H -2.68453 -5.19836 -0.95999
H -1.90132 -3.49639 0.58105
H -1.44763 -0.71428 -2.39602
H -2.25981 -2.30809 -4.13442
Cl -2.70946 -4.86884 3.20620
C -2.92104 -3.09671 3.46512
Cl -1.59368 -2.18687 2.76053
H -2.94376 -2.89223 4.52733
H -3.84772 -2.80174 2.98359
C 4.38563 2.28893 2.24007
Ge 2.80017 1.65709 3.25417
C 3.57117 1.16316 4.99972
C 1.74538 3.29009 3.54571
Ge 1.38770 -0.16444 2.44992
C 0.90578 -0.77984 4.28074
C 0.03006 -0.01257 5.05014
C -0.41948 -0.45051 6.28719
C 0.00996 -1.66705 6.79730
C 0.89030 -2.43926 6.05239
C 1.32507 -1.99998 4.80919
C 2.67596 -1.59115 1.88685
C 2.14992 -2.83499 1.53042
C 2.95549 -3.88173 1.10347
C 4.32731 -3.70573 1.00039
C 4.87769 -2.47952 1.34854
C 4.06080 -1.44725 1.79096
H 5.15757 2.54239 2.97109
H 4.13942 3.19493 1.68729
H 4.80587 1.56980 1.53815
H 4.08914 2.03151 5.41642
H 4.28888 0.34791 4.88676
H 2.79781 0.83616 5.69342
H 2.36431 4.03759 4.04950
H 0.85380 3.10300 4.14395
H 1.40942 3.69717 2.58988
H -0.37414 0.91180 4.65374
H -1.14099 0.14748 6.83042
H -0.35449 -2.02106 7.75479
H 1.22859 -3.39836 6.43033
H 2.00236 -2.63201 4.24550
H 1.07602 -2.98999 1.59130
H 2.50365 -4.83034 0.83529
H 4.96181 -4.51399 0.65542
H 5.94933 -2.32548 1.28023
H 4.52728 -0.50852 2.06761

Results of the Löwdin charge analysis, in e, for atoms 1 through 2: number 1, Cd, carries 0.992; number 2, Se, carries -0.326



Record 4
Here is an isolated molecule of C44H58N4O5 from OMol25. Energies are from the ωB97M-V functional and the def2-TZVPD basis.

The value obtained for the molar mass is 723.0 Da. The total charge is 0. The value obtained for the max |F| is 0.779 eV Å⁻¹. For the LUMO energy, the calculation gives 0.629 eV. The energy relative to the best compared isomer or geometry (same formula, charge and spin) is 0.0000 eV.

Atoms and positions in Å:
C 3.35732 3.55484 -2.80710
H 2.76433 2.64630 -2.74257
C 4.82845 3.27810 -2.51722
C 5.07076 2.69945 -1.12174
C 4.60164 1.25115 -0.99709
C 4.77963 0.66916 0.40633
H 5.71865 1.02139 0.83790
H 4.83634 -0.41574 0.32771
C 3.64043 1.04364 1.36458
N 2.35487 0.56359 0.89890
C 1.38941 1.33619 0.36361
O 0.41659 0.84011 -0.20482
C 1.46016 2.84085 0.52837
C 0.98359 3.23530 1.93314
C -0.52086 3.01227 2.07081
C -1.08828 3.44182 3.42309
H -2.17657 3.46776 3.34084
C -0.68042 2.53446 4.59071
N -1.01598 1.14043 4.36133
C -2.30801 0.66525 4.47095
C -2.63874 -0.55916 3.98631
C -4.00350 -1.07320 3.87027
O -5.03360 -0.49893 4.15392
O -3.98808 -2.30869 3.32921
C -5.21437 -2.82905 2.81301
C -5.18843 -2.67465 1.31440
C -4.72088 -3.70069 0.50536
C -4.62748 -3.52372 -0.86337
C -4.98762 -2.31596 -1.43504
C -5.44855 -1.28693 -0.63218
C -5.54828 -1.46428 0.73610
H -5.90346 -0.66055 1.36479
H -5.73125 -0.34273 -1.07377
H -4.90427 -2.17563 -2.50268
H -4.27249 -4.33196 -1.48564
H -4.42999 -4.64095 0.95083
H -5.25299 -3.88062 3.10670
H -6.05045 -2.28056 3.25942
C -1.58862 -1.43679 3.35316
N -0.27507 -0.97621 3.76467
C 0.04689 0.30532 4.02403
O 1.20208 0.69036 4.04988
H 0.50407 -1.55425 3.48439
C -1.68341 -1.46338 1.83721
C -1.12622 -2.52615 1.13715
C -1.12469 -2.53823 -0.24354
C -1.68015 -1.48212 -0.96065
C -2.25707 -0.43093 -0.25525
C -2.25599 -0.42052 1.12432
H -2.70977 0.40606 1.65169
H -2.71409 0.38535 -0.79235
C -1.63834 -1.45978 -2.42860
C -1.37158 -0.26861 -3.10081
C -1.32377 -0.23625 -4.48202
C -1.54069 -1.39162 -5.21456
C -1.80262 -2.58172 -4.55605
C -1.84872 -2.61684 -3.17449
H -2.06667 -3.54437 -2.66626
H -1.97258 -3.48589 -5.12299
H -1.50479 -1.36525 -6.29389
H -1.11344 0.69267 -4.99266
H -1.17424 0.62453 -2.52678
H -0.65778 -3.35841 -0.76889
H -0.68355 -3.34991 1.68073
H -1.70009 -2.46386 3.72576
C -3.28556 1.53443 5.19357
H -3.43406 2.48368 4.68567
H -2.91922 1.73723 6.19938
H -4.24289 1.02985 5.25844
H -1.14334 2.88688 5.51425
H 0.40350 2.56573 4.71688
H -0.75131 4.45426 3.65637
H -0.74362 1.95863 1.89269
H -1.03045 3.58402 1.29086
H 1.51456 2.64094 2.67789
H 1.21111 4.29067 2.10560
H 0.78279 3.26954 -0.21371
H 2.45732 3.22802 0.33300
C 2.11185 -0.88249 0.90373
C 2.73867 -1.59494 2.09544
H 2.55731 -1.04057 3.01347
H 3.80780 -1.72462 1.95041
H 2.29986 -2.58787 2.17252
H 1.02049 -0.99175 0.94587
C 2.57188 -1.53898 -0.41863
O 3.55793 -2.24650 -0.49792
N 1.75282 -1.26027 -1.44122
H 0.97702 -0.62559 -1.27164
C 1.97747 -1.71056 -2.79393
H 2.83909 -2.38179 -2.77250
C 2.22955 -0.53611 -3.73876
C 2.29412 -0.98449 -5.19521
C 2.51326 0.19484 -6.13468
H 2.55559 -0.14016 -7.16829
H 1.70106 0.91192 -6.03859
H 3.44612 0.70259 -5.89965
H 3.10604 -1.70447 -5.31630
H 1.35960 -1.48767 -5.45386
H 3.16526 -0.04555 -3.46390
H 1.41838 0.18623 -3.61940
H 1.09724 -2.26807 -3.13336
H 3.83881 0.61991 2.35056
H 3.59964 2.12268 1.48605
H 3.54950 1.17348 -1.27674
H 5.17182 0.64315 -1.70274
H 4.56735 3.32762 -0.38340
H 6.14123 2.73820 -0.90445
H 5.38557 4.21326 -2.61318
H 5.22139 2.58351 -3.26318
H 3.24216 3.96310 -3.80869
H 2.95859 4.27683 -2.09731

Results of the Löwdin charge analysis, in e, for atoms 1 through 2: number 1, C, carries -0.105; number 2, H, carries 0.054